Record 1
Formula: C21H14AlBrCl3N2O4Si
Source: OMol25
Level of theory: ωB97M-V/def2-TZVPD

XYZ file:
```
47
Properties=species:S:1:pos:R:3:mulliken_charge:R:1
Al -1.509 0.662 -0.254 0.0239
O -2.393 0.284 1.231 -0.4027
C -2.213 0.016 2.491 0.2092
C -3.250 -0.529 3.266 -0.4784
C -3.061 -0.792 4.605 -0.3782
C -1.839 -0.515 5.225 -0.6512
C -0.813 0.024 4.482 -0.7892
C -0.970 0.291 3.117 0.7207
C 0.120 0.843 2.356 -0.3460
N 0.080 1.021 1.087 0.8773
N 1.201 1.544 0.486 -1.1027
C 0.975 1.623 -0.795 0.2770
O -0.136 1.234 -1.337 -0.3033
C 2.043 2.149 -1.670 0.3352
C 1.946 1.968 -3.046 -0.2920
C 2.955 2.422 -3.881 -0.7666
C 4.060 3.068 -3.348 -0.3472
C 4.151 3.265 -1.976 -0.6418
C 3.149 2.807 -1.138 -0.2431
H -4.193 -0.732 2.775 0.4709
H -3.869 -1.221 5.185 0.3701
H -1.705 -0.717 6.280 0.3733
H 0.142 0.247 4.946 0.3517
H 1.032 1.120 2.885 0.3464
H 1.070 1.477 -3.449 0.5116
H 2.877 2.273 -4.951 0.3857
H 4.850 3.418 -4.002 0.3719
H 5.009 3.781 -1.562 0.3778
H 3.203 2.952 -0.068 0.4313
Br 3.330 -2.186 -0.796 -0.2127
C 1.635 -3.041 -0.926 -0.3052
C 1.559 -4.421 -0.835 -0.3540
C 0.316 -5.030 -0.939 -0.4828
C -0.825 -4.270 -1.138 -0.6182
C -0.735 -2.887 -1.214 0.2414
C 0.505 -2.266 -1.107 0.2786
C -1.984 -2.057 -1.431 0.4278
O -2.978 -2.566 -1.904 -0.6717
O -1.847 -0.809 -1.127 0.0294
H 2.456 -5.007 -0.689 0.3827
H 0.247 -6.109 -0.867 0.3719
H -1.799 -4.732 -1.234 0.4481
H 0.575 -1.188 -1.173 0.4167
Cl -4.035 2.805 -2.609 -0.3457
Si -2.991 2.540 -0.823 0.3951
Cl -1.860 4.322 -0.720 -0.3582
Cl -4.483 2.919 0.593 -0.3350
```

Summary:
charge	-1
LUMO energy	2.3	eV
highest occupied orbital energy	-0.1980	hartree
M	599.7	g/mol

=====

Record 2
Formula: C6H14N2
Source: OMol25
Level of theory: ωB97M-V/def2-TZVPD

XYZ file:
```
22
Properties=species:S:1:pos:R:3:mulliken_charge:R:1
N 1.491 0.629 -1.338 -0.6505
C 0.349 0.349 -0.355 -0.0584
C -0.005 1.595 0.565 -0.3531
C -0.616 2.645 -0.458 -0.6337
C 0.422 3.407 0.061 -0.3846
C 0.357 -0.939 0.320 -0.9627
N -0.118 -2.108 -0.305 -0.2689
C -1.373 -2.649 0.200 -1.0547
H 1.594 -0.260 -1.893 0.3375
H 2.030 0.375 -0.513 0.3842
H -0.512 0.202 -0.995 0.3637
H -0.822 1.297 1.219 0.3812
H 1.027 1.416 1.030 0.4416
H -1.583 3.083 -0.357 0.1860
H 1.470 3.460 -0.330 0.1855
H 0.543 3.946 0.991 0.3295
H 0.723 -1.115 1.348 0.3353
H -2.029 -3.034 -0.575 0.2755
H 0.659 -2.773 -0.234 0.3053
H -1.265 -3.375 0.993 0.3980
H -1.919 -1.776 0.633 0.3116
H -0.423 -4.375 -0.006 0.1315
```

Summary:
LUMO energy	-2.1	eV
highest occupied orbital energy	-0.2437	hartree
M	114.2	g/mol

=====

Record 3
Formula: C15H8BF4IrN3O2S5
Source: OMol25
Level of theory: ωB97M-V/def2-TZVPD

XYZ file:
```
39
Properties=species:S:1:pos:R:3:mulliken_spin:R:1
Ir -0.250 -0.362 -0.002 1.4579
O -3.827 1.312 -0.785 0.0852
C -2.834 0.635 -0.660 -0.0079
N -1.833 0.737 0.280 0.1421
C -1.729 1.730 1.329 0.0846
O -2.629 2.523 1.592 0.2268
C -0.476 1.643 2.008 0.2782
C -0.115 2.561 3.019 -0.0111
C 1.074 2.428 3.668 0.0975
C 1.939 1.336 3.335 0.1655
C 1.564 0.476 2.344 -0.0519
N 0.408 0.612 1.662 0.1918
C -2.576 -0.513 -1.622 0.0041
C -3.536 -0.918 -2.517 0.0007
C -3.270 -2.006 -3.336 -0.0036
C -2.050 -2.646 -3.229 0.0076
C -1.121 -2.180 -2.314 -0.0129
N -1.386 -1.128 -1.535 -0.0142
H -0.812 3.357 3.240 0.0117
H 1.363 3.140 4.431 0.0121
H 2.874 1.174 3.853 0.0134
H 2.184 -0.366 2.061 -0.0043
H -4.471 -0.375 -2.538 0.0013
H -4.012 -2.353 -4.043 -0.0002
H -1.807 -3.507 -3.836 0.0005
H -0.157 -2.652 -2.179 0.0007
S 5.764 3.584 -0.173 0.1305
C 4.414 2.706 -0.431 0.0036
S 2.882 3.395 -0.837 -0.0168
C 1.960 1.922 -0.966 0.0764
C 2.684 0.746 -0.695 0.1863
S 2.074 -0.824 -0.764 0.3527
S 4.368 0.980 -0.332 -0.0026
S 0.363 1.968 -1.447 0.5667
F 1.416 -3.653 -0.854 0.0027
B 0.609 -3.880 0.282 0.0155
F -0.524 -4.614 -0.057 0.0000
F 1.331 -4.446 1.314 0.0013
F 0.143 -2.547 0.732 0.0081
```

Summary:
charge	-1
spin multiplicity	5
LUMO energy (alpha / beta)	1.8 / 0.1	eV
highest occupied orbital energy (alpha / beta)	-0.1126 / -0.2314	hartree
M	701.6	g/mol

=====

Record 4
Formula: C4H10O2S2
Source: OMol25
Level of theory: ωB97M-V/def2-TZVPD

XYZ file:
```
18
Properties=species:S:1:pos:R:3:mulliken_spin:R:1
O -0.361 0.555 2.691 0.0010
C 0.824 0.602 2.508 -0.0005
O 1.359 0.064 1.378 0.0027
C 1.832 1.221 3.416 0.0012
H 0.592 -0.287 0.901 0.0017
H 2.139 2.181 3.010 -0.0002
H 2.703 0.588 3.528 0.0000
H 1.353 1.394 4.371 -0.0001
C 0.934 0.543 -2.288 0.0012
S -0.324 -0.672 -2.691 0.5091
S -1.069 -1.254 -0.914 0.4137
C -1.664 0.314 -0.205 0.0182
H 0.553 1.292 -1.591 0.0145
H 1.775 0.025 -1.829 0.0275
H 1.195 1.057 -3.214 -0.0037
H -2.314 0.781 -0.940 0.0025
H -2.221 0.041 0.690 0.0030
H -0.867 0.988 0.089 0.0081
```

Summary:
charge	+1
spin multiplicity	2
LUMO energy (alpha / beta)	-4.3 / -8.4	eV
highest occupied orbital energy (alpha / beta)	-0.5118 / -0.5116	hartree
M	154.3	g/mol

=====

Record 5
Formula: C29H30BrNO4PbS5SbSi
Source: OMol25
Level of theory: ωB97M-V/def2-TZVPD

XYZ file:
```
73
Properties=species:S:1:pos:R:3:mulliken_charge:R:1
Pb -0.409 0.585 0.721 0.9368
S -0.823 4.535 1.044 -0.5653
Sb -2.940 4.121 0.384 0.4245
S -3.476 2.167 2.084 -0.0296
S -2.943 1.571 0.070 -0.3561
S -5.351 1.891 2.486 -0.4025
C -0.497 0.598 4.044 -0.9127
Si -1.217 -1.109 3.625 0.2119
C -0.033 -2.380 4.387 -1.1370
C -2.912 -1.198 4.468 -1.0286
N -1.267 -1.237 1.903 0.7087
C -1.700 -2.367 1.254 0.3593
C -2.193 -3.519 1.889 -0.3347
C -2.621 -4.630 1.180 -1.1496
C -2.571 -4.645 -0.202 -0.7805
C -2.087 -3.525 -0.869 -0.7920
C -1.667 -2.421 -0.155 0.5139
O -1.127 -1.299 -0.790 0.3192
C -1.402 -1.151 -2.145 0.1416
C -2.662 -0.738 -2.549 -0.0156
C -2.918 -0.574 -3.901 -0.9880
C -1.924 -0.827 -4.835 -0.5251
C -0.674 -1.259 -4.417 -0.7951
C -0.406 -1.421 -3.066 -0.2823
H -0.536 0.768 5.123 0.4392
H -1.058 1.409 3.578 0.2252
H 0.548 0.686 3.737 0.1811
H 0.335 -2.050 5.362 0.3580
H 0.827 -2.524 3.726 0.3202
H -0.503 -3.356 4.525 0.3811
H -2.822 -1.045 5.547 0.3369
H -3.410 -2.155 4.308 0.3355
H -3.574 -0.421 4.078 0.2024
H -2.235 -3.534 2.969 0.1658
H -2.991 -5.493 1.721 0.3683
H -2.896 -5.509 -0.765 0.3873
H -2.026 -3.520 -1.949 0.4459
H -3.426 -0.553 -1.805 0.6110
H -3.900 -0.252 -4.223 0.4130
H -2.126 -0.690 -5.890 0.3925
H 0.101 -1.470 -5.140 0.5333
H 0.565 -1.746 -2.714 0.4724
C 3.357 0.178 3.538 -1.3496
S 2.532 -0.491 2.040 1.2655
O 2.943 -1.908 1.980 -0.8057
C 3.585 0.428 0.900 -0.0051
C 3.425 1.801 0.783 -0.4048
C 4.198 2.493 -0.134 -0.7252
C 5.107 1.808 -0.931 -0.3586
C 5.244 0.434 -0.814 -0.5945
C 4.474 -0.264 0.104 -0.2926
H 4.396 -0.140 3.502 0.4015
H 2.848 -0.264 4.393 0.4033
H 3.276 1.263 3.556 0.4078
H 2.689 2.324 1.386 0.3563
H 4.076 3.564 -0.240 0.3873
H 5.687 2.345 -1.671 0.3807
H 5.926 -0.100 -1.461 0.3695
H 4.533 -1.340 0.205 0.4387
Br 1.739 1.227 -5.615 -0.1516
C 0.855 2.297 -4.320 0.0371
C 0.216 3.421 -4.830 -0.5663
C -0.423 4.306 -3.980 -0.6563
C -0.424 4.066 -2.616 -0.7974
C 0.201 2.938 -2.118 0.4128
C 0.845 2.019 -2.947 0.5509
C 1.513 0.810 -2.279 -0.2455
O 2.441 0.245 -2.842 -0.7006
O 1.046 0.518 -1.124 -0.1260
H 0.236 3.602 -5.896 0.4150
H -0.915 5.180 -4.387 0.3949
H -0.898 4.758 -1.930 0.2506
H 0.219 2.769 -1.048 0.2180
```

Summary:
charge	-1
LUMO energy	1.5	eV
highest occupied orbital energy	-0.1850	hartree
M	1053.8	g/mol

=====

Record 6
Formula: C11H16O4
Source: OMol25
Level of theory: ωB97M-V/def2-TZVPD

XYZ file:
```
31
Properties=species:S:1:pos:R:3:mulliken_charge:R:1
C 2.814 -2.786 0.098 -1.1103
C 2.454 -1.420 0.529 -0.0211
C 1.590 0.375 -0.657 -0.1099
C 2.498 1.301 -0.801 -0.1490
C 2.254 2.680 -0.414 -0.8270
C 1.001 3.021 0.088 -0.6048
C -0.030 2.046 0.214 -0.4635
C 0.390 0.712 0.012 0.9176
C -1.490 -0.251 1.218 -1.1036
C -2.799 -0.134 0.530 0.2064
C -2.940 -0.853 -0.810 -0.5612
H 3.576 -2.755 -0.699 0.2608
H 3.234 -3.547 0.789 0.3664
H 1.822 -3.178 -0.317 0.2365
H 1.672 -1.229 1.243 0.2353
H 3.393 -0.809 0.695 0.2937
H 3.372 0.873 -1.206 0.4835
H 2.995 3.381 -0.876 0.2698
H 0.767 4.010 0.364 0.4380
H -0.989 2.232 0.681 0.4409
H -1.407 -1.202 1.755 0.3827
H -1.192 0.632 1.919 0.5280
H -3.702 -0.444 1.048 0.5679
H -4.077 1.352 0.160 0.3565
H -2.679 -1.886 -0.763 0.4291
H -2.335 -0.339 -1.626 0.2289
H -4.461 -1.168 -1.919 0.3179
O 1.916 -0.889 -0.765 -0.4244
O -0.382 -0.414 0.314 -0.4884
O -2.960 1.267 0.318 -0.5696
O -4.304 -0.579 -1.120 -0.5271
```

Summary:
LUMO energy	0.6	eV
highest occupied orbital energy	-0.2996	hartree
M	212.2	g/mol

=====

Record 7
Formula: C5H2
Source: OMol25
Level of theory: ωB97M-V/def2-TZVPD

XYZ file:
```
7
Properties=species:S:1:pos:R:3:mulliken_charge:R:1
C 2.024 0.529 0.802 0.1105
C -1.365 1.053 -0.010 -0.2796
C 1.531 0.967 -0.338 0.1037
C -1.920 0.013 0.157 -0.1579
C 2.602 0.087 -0.474 -0.4812
H 1.877 0.601 1.952 0.2877
H -2.199 -0.941 0.236 0.4168
```

Summary:
LUMO energy (alpha / beta)	-2.8 / -2.1	eV
highest occupied orbital energy (alpha / beta)	-0.3649 / -0.3676	hartree
M	62.1	g/mol

=====

Record 8
Formula: C4H6O2
Source: OMol25
Level of theory: ωB97M-V/def2-TZVPD

XYZ file:
```
12
Properties=species:S:1:pos:R:3:mulliken_charge:R:1
C -1.274 -0.721 -0.709 -0.7749
C -0.826 -0.091 0.492 0.4392
O -1.150 -1.330 0.973 -0.5373
C 0.540 0.444 0.726 0.0968
C 1.594 0.435 -0.284 -0.3725
O 0.888 1.627 0.028 -0.4276
H -2.102 -0.292 -1.264 0.2130
H -0.884 -1.566 -1.222 0.3588
H -1.614 0.639 0.731 0.2095
H 0.801 0.428 1.780 0.3346
H 1.387 0.017 -1.266 0.2097
H 2.639 0.410 0.016 0.2507
```

Summary:
LUMO energy	0.2	eV
highest occupied orbital energy	-0.3741	hartree
M	86.1	g/mol

=====

Record 9
Formula: C2H3CuFLiO
Source: OMol25
Level of theory: ωB97M-V/def2-TZVPD

XYZ file:
```
9
Properties=species:S:1:pos:R:3:mulliken_spin:R:1
O -1.170 0.581 -0.185 0.1608
C -0.398 -0.487 -0.065 0.6504
C 0.934 -0.371 0.493 0.0596
Li -2.943 0.541 -0.410 0.0026
H -0.681 -1.408 -0.596 0.0126
F 1.806 0.494 -0.409 0.0678
H 1.058 0.137 1.457 0.0248
Cu 0.306 2.028 -0.810 0.0108
H 1.089 -1.514 0.526 0.0107
```

Summary:
charge	+1
spin multiplicity	2
LUMO energy (alpha / beta)	-4.9 / -4.9	eV
highest occupied orbital energy (alpha / beta)	-0.4164 / -0.5263	hartree
M	132.5	g/mol

=====

Record 10
Formula: C21H42O21
Source: OMol25
Level of theory: ωB97M-V/def2-TZVPD

XYZ file:
```
84
Properties=species:S:1:pos:R:3:mulliken_charge:R:1
C 49.369 10.393 5.128 -0.7255
O 48.371 10.210 4.100 -0.3688
C 47.233 10.623 4.230 0.7287
O 46.690 11.064 5.325 -0.3726
O 46.519 10.548 3.079 -0.4069
C 45.208 11.193 2.854 0.3368
H 50.371 10.003 4.853 0.2499
H 48.978 9.886 6.016 0.3225
H 49.406 11.388 5.356 0.3482
H 44.813 10.592 1.909 -0.5278
H 45.229 12.221 2.791 0.3494
H 44.660 10.735 3.795 0.0674
C 45.734 16.947 3.565 -0.5525
O 45.453 16.191 4.789 -0.3511
C 44.506 15.165 4.919 0.8399
O 43.655 15.042 4.068 -0.5242
O 44.344 14.523 6.128 -0.3261
C 43.666 13.295 6.049 -0.4094
H 46.189 17.944 3.841 0.2602
H 44.680 17.113 3.375 0.3064
H 46.183 16.144 2.597 0.1571
H 43.565 12.770 7.037 0.1423
H 44.325 12.590 5.365 0.1634
H 42.543 13.522 5.635 0.2875
C 50.232 10.868 9.060 -1.2313
O 50.044 11.647 7.956 -0.2809
C 48.970 12.311 7.880 0.9326
O 48.070 12.365 8.782 -0.6446
O 48.772 13.255 6.855 -0.2971
C 47.473 13.865 6.926 -0.0712
H 50.646 10.114 8.797 0.5325
H 49.338 10.518 9.303 0.5275
H 50.581 11.394 9.914 0.3463
H 46.827 13.113 7.093 -0.2527
H 47.155 14.252 5.953 0.2484
H 47.493 14.740 7.719 0.2193
C 44.122 8.388 -0.148 -0.5140
O 44.996 9.282 -0.838 -0.1659
C 45.087 9.390 -2.102 0.7869
O 44.491 8.670 -2.892 -0.6435
O 45.792 10.472 -2.428 -0.2403
C 45.810 10.952 -3.711 -0.8033
H 44.558 7.500 -0.621 0.3883
H 43.009 8.457 -0.365 0.2081
H 44.121 8.596 0.961 0.0915
H 44.739 10.919 -4.275 0.2597
H 46.348 10.494 -4.405 0.4388
H 46.149 12.025 -3.613 0.2271
C 41.004 11.122 0.971 -0.6175
O 41.917 12.237 0.914 -0.3789
C 43.082 12.289 0.172 0.8749
O 43.308 11.581 -0.764 -0.5044
O 43.867 13.379 0.515 -0.3223
C 45.148 13.566 -0.231 -0.6665
H 41.426 10.485 0.336 0.2740
H 39.980 11.292 0.760 0.2734
H 40.957 10.995 1.989 0.2574
H 45.246 14.512 0.202 0.2242
H 44.842 13.460 -1.191 0.3878
H 45.705 12.628 0.302 0.2145
C 45.237 10.298 8.053 -1.0092
O 44.491 9.880 6.945 -0.1256
C 43.238 9.324 6.934 0.6501
O 42.863 9.111 8.136 -0.6708
O 42.377 9.214 5.936 -0.2182
C 41.130 8.569 6.200 -0.7300
H 44.715 10.644 8.828 0.4723
H 45.991 10.898 7.722 0.0954
H 45.631 9.410 8.218 0.5883
H 41.440 7.466 6.491 0.2542
H 40.503 8.467 5.444 0.3100
H 40.557 9.026 6.969 0.3166
C 53.800 10.161 -1.596 -0.5993
O 53.264 11.091 -0.578 -0.3042
C 53.465 10.791 0.734 0.7478
O 54.035 9.817 1.119 -0.5478
O 53.007 11.766 1.517 -0.3391
C 52.631 11.556 2.931 -0.6427
H 53.332 9.193 -1.604 0.2980
H 54.886 10.136 -1.631 0.2944
H 53.414 10.738 -2.545 0.2022
H 53.224 10.988 3.389 0.4721
H 51.557 11.133 2.809 0.1939
H 52.544 12.631 3.400 0.2181
```

Summary:
LUMO energy	0.3	eV
highest occupied orbital energy	-0.3598	hartree
M	630.5	g/mol

=====

Record 11
Formula: C5H14N4
Source: OMol25
Level of theory: ωB97M-V/def2-TZVPD

XYZ file:
```
23
Properties=species:S:1:pos:R:3:mulliken_charge:R:1
C -1.206 -1.249 -0.265 0.4120
C -2.418 -2.172 -0.316 -0.9477
C 4.380 0.961 0.528 -1.0218
C -3.097 1.856 0.532 -0.6543
C 3.034 0.389 0.527 0.3017
N -1.772 -0.107 0.392 -0.2378
N 0.039 -1.387 -0.466 -0.5595
N -2.301 0.886 -0.239 0.2865
N 2.312 -0.074 -0.460 -0.2064
H -2.299 -2.727 -1.290 0.3842
H -3.402 -1.601 -0.333 0.3101
H -2.243 -2.946 0.424 0.3413
H 4.689 1.535 1.389 0.3297
H 5.115 0.129 0.255 0.3645
H 4.363 1.471 -0.429 0.3350
H -3.857 2.242 -0.135 0.3182
H -3.415 1.256 1.416 0.3443
H -2.399 2.706 0.798 0.3182
H 2.852 -0.075 -1.265 0.2220
H 2.463 0.459 1.421 0.3800
H 0.242 -2.249 -0.880 0.2000
H -2.449 1.148 -1.208 0.3410
H 1.367 -0.452 -0.397 0.4387
```

Summary:
charge	+2
LUMO energy	-9.7	eV
highest occupied orbital energy	-0.7056	hartree
M	130.2	g/mol

=====

Record 12
Formula: C3H4ClOP
Source: OMol25
Level of theory: ωB97M-V/def2-TZVPD

XYZ file:
```
10
Properties=species:S:1:pos:R:3:mulliken_charge:R:1
C -1.769 0.764 1.235 0.2024
C 0.744 -0.670 -1.431 -0.4518
C 1.271 0.389 -0.852 -0.4744
O -0.077 -1.326 1.750 -0.4472
P -1.071 -0.358 2.227 0.2803
Cl -2.800 2.024 1.353 -0.0452
H -0.046 -0.758 -2.175 0.2592
H 0.848 -1.666 -0.925 0.1704
H 1.031 1.384 -1.246 0.2554
H 1.868 0.216 0.064 0.2507
```

Summary:
LUMO energy (alpha / beta)	-2.3 / -2.3	eV
highest occupied orbital energy (alpha / beta)	-0.3383 / -0.3384	hartree
M	122.5	g/mol

=====

Record 13
Formula: C4H8O2
Source: OMol25
Level of theory: ωB97M-V/def2-TZVPD

XYZ file:
```
14
Properties=species:S:1:pos:R:3:mulliken_charge:R:1
O -1.541 -0.349 -1.799 -0.4779
C -1.215 0.669 -1.235 0.0049
C -1.308 0.870 0.245 -0.8195
C 1.085 -0.744 -0.285 -0.3132
C 1.480 -0.784 1.124 -0.3113
O 1.865 -1.807 0.226 -0.4263
H 0.095 -1.041 -0.616 0.3574
H -0.907 1.578 -1.797 0.3489
H -2.291 1.371 0.231 0.3365
H -0.548 1.537 0.675 0.3022
H -1.377 -0.062 0.818 0.2830
H 1.596 -0.031 -0.941 0.2376
H 0.765 -1.059 1.902 0.2540
H 2.303 -0.148 1.452 0.2236
```

Summary:
LUMO energy	0.9	eV
highest occupied orbital energy	-0.3741	hartree
M	88.1	g/mol

=====

Record 14
Formula: C4H4FNO
Source: OMol25
Level of theory: ωB97M-V/def2-TZVPD

XYZ file:
```
11
Properties=species:S:1:pos:R:3:mulliken_charge:R:1
C 0.610 -0.933 0.037 0.0994
C -0.022 -0.206 -1.042 -0.1705
C -0.371 1.061 0.891 -0.1691
C -0.698 -0.367 0.416 -0.3942
H 0.572 -2.033 -0.339 0.2623
H -0.540 -0.679 -1.868 0.3900
H -0.482 1.588 1.799 0.4679
H -1.692 -0.877 0.484 0.3533
N 0.289 1.833 0.072 -0.3124
O 0.651 1.084 -1.167 -0.2634
F 1.684 -0.471 0.715 -0.2633
```

Summary:
LUMO energy	0.8	eV
highest occupied orbital energy	-0.3608	hartree
M	101.1	g/mol